# 1
Formula: C22H29IrN7Se
Source: the Open Molecules 2025 dataset
Level of theory: ωB97M-V/def2-TZVPD

The spin multiplicity is 2. As for the LUMO energy (alpha / beta): -6.88 / -6.93 eV. The energy above the lowest of the compared OMol25 structures with the same formula, charge and spin comes out at 38.89 kcal per mole. As for the charge: +2. The electronic energy is -3744.1996 Eh.

Each line ends with the Mulliken charge.
Cartesian coordinates (Å):
Ir: 0.00624 -0.67462 0.39247  2.34
C: -2.44992 -3.11692 -2.02847  -1.83
C: -1.83855 -2.15049 -1.07126  0.96
N: -0.57914 -1.86912 -1.05307  -0.15
C: 0.51081 -2.51879 -1.77769  -0.82
C: 1.74344 -1.59310 -1.81894  -0.53
N: 1.88509 -0.67637 -0.62327  0.05
C: 3.25567 -0.54849 -0.04143  -0.47
C: 3.42772 -1.11433 1.36853  -1.38
N: 2.38442 -0.69296 2.26274  -0.01
C: 2.34871 0.61392 2.86526  -1.04
C: 1.10298 1.45434 2.45758  -0.85
N: -0.05040 0.64167 2.05518  -0.66
C: -1.23472 0.77607 2.54622  1.26
C: -1.65423 1.66292 3.67373  -1.81
C: -2.31481 -0.02026 1.87412  0.49
C: -3.66570 -0.08770 2.18330  -0.83
C: -4.49167 -0.85514 1.36872  -0.92
C: -3.98825 -1.54931 0.27153  -0.91
C: -2.63263 -1.46382 0.00097  0.73
N: -1.87539 -0.69403 0.80867  0.42
H: -2.00694 -4.10716 -1.90782  0.39
H: -2.26952 -2.79386 -3.05532  0.38
H: -3.52250 -3.20755 -1.88728  0.46
H: 0.22650 -2.82160 -2.78592  0.59
H: 0.74738 -3.42095 -1.20713  0.37
H: 1.69051 -0.96384 -2.70889  0.41
H: 2.63635 -2.20797 -1.91627  0.45
H: 1.71116 0.23855 -1.01002  -0.82
H: 3.48110 0.52131 -0.01901  0.35
H: 3.98314 -1.00699 -0.71277  0.55
H: 4.43628 -0.83119 1.69726  0.43
H: 3.40479 -2.20449 1.33164  0.42
H: 2.12449 -1.42434 2.89985  0.32
H: 3.23275 1.19814 2.59671  0.35
H: 2.36144 0.52870 3.95341  0.49
H: 1.32929 2.06327 1.57759  0.22
H: 0.86074 2.12800 3.27443  0.56
H: -0.93032 2.43410 3.90808  0.48
H: -1.82126 1.06353 4.57222  0.34
H: -2.59713 2.15136 3.42744  0.46
H: -4.07396 0.43559 3.03596  0.55
H: -5.54713 -0.91980 1.59542  0.46
H: -4.64839 -2.14654 -0.34055  0.43
C: 0.16102 -2.32375 1.45769  -1.34
H: 0.20494 -2.27799 2.54047  0.42
H: -0.15331 -3.28424 1.05398  0.29
Se: -1.97193 1.98263 -0.72984  0.32
N: -0.27572 1.40016 -0.96226  -0.35
C: 0.23414 2.12028 -1.96023  1.01
C: 1.56872 2.08700 -2.47777  -0.25
C: 1.89670 2.88486 -3.52212  -0.95
C: 0.96655 3.78129 -4.14120  -0.61
C: -0.29335 3.88916 -3.67598  -0.79
C: -0.68955 3.07216 -2.56920  0.30
N: -1.89237 3.13562 -2.04179  -0.70
H: 2.35137 1.48570 -2.03554  0.62
H: 2.90989 2.86444 -3.90289  0.44
H: 1.30580 4.38332 -4.97249  0.42
H: -1.02138 4.56963 -4.09472  0.48

# 2
Formula: C5H8NO
Source: the Open Molecules 2025 dataset
Level of theory: ωB97M-V/def2-TZVPD

As for the LUMO energy (alpha / beta): -5.09 / -6.00 eV. The energy above the lowest of the compared OMol25 structures with the same formula, charge and spin comes out at 164.86 kcal per mole. As for the charge: +1. The electronic energy is -324.7762 Eh.

Each line ends with the Mulliken charge.
Cartesian coordinates (Å):
C: -2.45990 1.00858 -0.26206  -0.17
C: -0.89159 -0.96617 -0.70603  -0.52
C: 2.84036 -0.01782 0.18275  -0.16
C: -0.58826 -0.50000 0.64252  -0.11
C: 1.68106 0.81951 0.20845  -0.11
N: -1.57703 0.10525 -0.02456  0.05
O: 2.02261 0.13631 -0.90738  -0.28
H: -2.56431 1.97185 0.33094  0.27
H: -2.96435 1.09700 -1.21389  0.29
H: -0.11719 -0.67150 -1.39828  0.23
H: -1.34913 -1.82157 -0.91707  0.34
H: 3.88194 0.27543 0.18762  0.30
H: 2.73590 -0.96766 0.81371  0.18
H: -0.35294 -0.72339 1.65074  0.40
H: 1.64382 1.90377 0.35008  0.29

# 3
Formula: C5H10O
Source: the Open Molecules 2025 dataset
Level of theory: ωB97M-V/def2-TZVPD

As for the LUMO energy: 1.02 eV. The energy above the lowest of the compared OMol25 structures with the same formula, charge and spin comes out at 31.03 kcal per mole. As for the SMILES: C1=CCOC1.C. As for the charge: 0. The electronic energy is -271.7032 Eh.

Each line ends with the Mulliken charge.
Cartesian coordinates (Å):
C: 2.60205 -0.66521 -0.33948  -0.90
C: -0.40284 1.09357 0.26978  -0.44
C: -1.18221 0.90484 -0.78691  -0.25
C: -2.09547 -0.26266 -0.53682  -0.40
O: -1.74621 -0.73825 0.75427  -0.38
C: -0.71989 0.06474 1.31883  -0.31
H: 3.26760 -0.10348 -0.99975  0.28
H: 2.57974 -0.18510 0.64290  0.20
H: 2.96945 -1.68880 -0.23438  0.28
H: 0.36141 1.85450 0.39040  0.42
H: -1.18750 1.48189 -1.70549  0.40
H: 1.59369 -0.67468 -0.76098  0.14
H: -1.95989 -1.06504 -1.27772  0.24
H: -3.15706 0.02879 -0.55325  0.26
H: -1.07446 0.51698 2.25741  0.25
H: 0.15159 -0.56208 1.56118  0.22